2 unconnected molecules or ions with the total composition C5H7NO. Source: the OMol25 dataset; level of theory: wB97M-V/def2-TZVPD.

The value obtained for the LUMO energy is -0.38 eV. Its multiplicity is 1. The molar mass comes out at 97.12 g/mol. The value obtained for the energy above the lowest of the compared OMol25 structures with the same formula, charge and spin is 4.151 eV.

CARTESIAN COORDINATES (ANGSTROEM)
1 C 0.95032 1.64731 -0.26693
2 C 0.69382 0.47708 0.30148
3 C 0.12667 -0.76197 -0.25476
4 N -0.19952 -0.89645 -1.56049
5 C -0.01455 -1.61403 0.80056
6 C 0.46521 -0.99858 2.02181
7 O 0.88486 0.24745 1.65009
8 H 0.75427 1.82194 -1.31853
9 H -2.15319 1.41587 0.58110
10 H 1.33465 2.46804 0.32665
11 H -0.45616 -1.80910 -1.90270
12 H 0.19472 -0.26649 -2.24029
13 H -0.41607 -2.61944 0.75862
14 H -2.16502 0.88838 1.10339

Mulliken population analysis, charges in e, atoms 1 to 5: -0.856 0.428 0.662 -0.426 -0.323

A molecular structure, C26H23CrN2O3. Source: the OMol25 dataset; level of theory: wB97M-V/def2-TZVPD.

The value obtained for the LUMO energy (spin up / spin down) is -5.51 / -9.55 eV. Its multiplicity is 4. As for the total charge: +2. The molar mass comes out at 463.48 g/mol.

CARTESIAN COORDINATES (ANGSTROEM)
1 O 4.81194 0.97728 1.92667
2 C 4.43444 0.56019 0.93572
3 Cr 3.81893 -0.09924 -0.70589
4 C 2.27796 -0.83440 0.09075
5 O 1.33717 -1.27599 0.55934
6 C 4.71628 -1.73177 -0.53080
7 O 5.26555 -2.72588 -0.43974
8 C 5.27316 0.89774 -1.96502
9 C 4.43496 1.87538 -1.37115
10 C 3.02880 1.75616 -1.46839
11 C 2.43470 0.66979 -2.19070
12 C 1.03251 0.51833 -2.21769
13 C -0.15967 0.29989 -1.97820
14 C -1.39362 0.00587 -1.47125
15 C -1.69790 -1.39792 -1.27010
16 C -0.84956 -2.38333 -1.80509
17 C -1.11302 -3.72043 -1.63464
18 C -2.21938 -4.12856 -0.91460
19 C -3.06630 -3.18404 -0.36774
20 C -2.80915 -1.85071 -0.54798
21 C -2.23849 1.12663 -1.11004
22 C -1.88349 2.42728 -1.50857
23 C -2.65841 3.51056 -1.17491
24 C -3.80646 3.34360 -0.42386
25 C -4.18044 2.07747 -0.01532
26 C -3.41306 0.99644 -0.35799
27 C 3.29388 -0.30915 -2.78710
28 C 4.69927 -0.17857 -2.68832
29 H 6.35930 0.97505 -1.86699
30 H 4.87591 2.71566 -0.82734
31 H 2.37839 2.48697 -0.98364
32 H 0.02456 -2.07569 -2.35144
33 H -0.44812 -4.45398 -2.05856
34 H -2.42433 -5.17892 -0.78586
35 H -3.92512 -3.49076 0.20491
36 H -3.49873 -0.99408 -0.10360
37 H -0.98894 2.56576 -2.09016
38 H -2.36696 4.49572 -1.49866
39 H -4.41370 4.19586 -0.16763
40 H -5.07042 1.93714 0.57484
41 H -3.68430 -0.11514 -0.04375
42 H 2.84961 -1.16748 -3.29607
43 H 5.34629 -0.92827 -3.14905
44 C -1.74947 1.49657 4.82747
45 N -1.08570 0.94788 3.66041
46 N -1.53498 -0.37795 3.23996
47 C -0.51750 -1.40440 3.36047
48 H -1.29705 2.44250 5.12539
49 H -2.81058 1.65363 4.63619
50 H -1.65446 0.79986 5.65888
51 H -1.06913 1.60745 2.87186
52 H -1.91886 -0.34756 2.28730
53 H -0.92775 -2.38966 3.13985
54 H 0.31662 -1.20420 2.68764
55 H -0.13520 -1.41457 4.38017

Mulliken population analysis, charges in e, atoms 1 to 5: -0.243 0.350 -0.031 0.421 -0.244

C5H11N3 in the gas phase. Source: the OMol25 dataset; level of theory: wB97M-V/def2-TZVPD.

The value obtained for the LUMO energy is 0.82 eV. Its multiplicity is 1. The molar mass comes out at 113.16 g/mol. As for the SMILES: C1=N\CCNCCN/1. The value obtained for the energy above the lowest of the compared OMol25 structures with the same formula, charge and spin is 4.022 eV.

CARTESIAN COORDINATES (ANGSTROEM)
1 C 1.46256 0.79888 -0.59704
2 C 1.48712 -0.20070 0.53003
3 C -1.02834 0.07538 1.69351
4 C -1.45486 -0.99767 -0.29513
5 C -0.96581 0.31182 -1.32430
6 H 2.32357 1.14226 -1.19470
7 H 0.88681 1.78392 -0.29457
8 H 1.69126 -1.30983 0.19362
9 H 2.35798 -0.11696 1.10734
10 H 0.59916 0.52865 2.36753
11 H -1.33500 0.37289 2.68316
12 H -2.22487 -1.70853 -0.92967
13 H -0.40470 -1.52384 -0.09373
14 H -1.23848 1.35583 -0.71225
15 H -1.66323 0.30482 -2.21765
16 H 0.75318 -0.66559 -1.89930
17 N 0.38085 -0.02846 1.58566
18 N -2.04513 -0.33520 0.96728
19 N 0.41792 0.21235 -1.56978

Mulliken population analysis, charges in e, atoms 1 to 5: -0.400 -0.746 0.006 -0.232 -0.495

7 unconnected molecules or ions with the total composition C14H21N7. Source: the OMol25 dataset; level of theory: wB97M-V/def2-TZVPD.

The value obtained for the LUMO energy is -0.04 eV. Its multiplicity is 1. The molar mass comes out at 287.37 g/mol. As for the SMILES: CC#N.CC#N.CC#N.CC#N.CC#N.CC#N.CC#N. The value obtained for the energy above the lowest of the compared OMol25 structures with the same formula, charge and spin is 0.584 eV.

CARTESIAN COORDINATES (ANGSTROEM)
1 C 18.41542 -10.96900 -21.49996
2 C 17.66464 -12.19594 -21.69535
3 N 17.07472 -13.16108 -21.88183
4 H 19.02438 -11.08047 -20.60200
5 H 17.70648 -10.15170 -21.36048
6 H 19.07620 -10.67545 -22.31434
7 C 15.69718 -8.36363 -17.15098
8 C 16.12327 -9.49615 -17.95950
9 N 16.44918 -10.41064 -18.56993
10 H 15.58942 -8.72546 -16.12767
11 H 14.80000 -7.94050 -17.59182
12 H 16.49615 -7.62322 -17.09503
13 C 21.86389 -11.61611 -18.33529
14 C 20.96484 -12.75231 -18.18257
15 N 20.28769 -13.67158 -18.06611
16 H 22.87996 -11.87146 -18.05403
17 H 21.48307 -10.79371 -17.72874
18 H 21.81511 -11.27530 -19.37003
19 C 19.08933 -3.44964 -16.61188
20 C 17.92834 -2.55571 -16.72709
21 N 17.02643 -1.85308 -16.82132
22 H 19.14794 -3.78742 -15.57968
23 H 19.97373 -2.88592 -16.89137
24 H 18.85180 -4.27105 -17.28737
25 C 25.22653 -7.51466 -20.70535
26 C 23.96282 -8.18122 -20.33151
27 N 22.97112 -8.70014 -20.08849
28 H 25.85020 -8.36266 -20.99202
29 H 25.67628 -6.96008 -19.88814
30 H 25.00524 -6.81540 -21.50735
31 C 21.26702 -6.83715 -23.15668
32 C 21.38443 -8.12888 -23.79585
33 N 21.47830 -9.15577 -24.30286
34 H 22.11792 -6.63701 -22.50901
35 H 20.32165 -6.72758 -22.62355
36 H 21.22301 -5.99343 -23.85010
37 C 19.57999 -8.31385 -19.69603
38 C 19.48580 -6.86527 -19.55613
39 N 19.40017 -5.72223 -19.50369
40 H 20.46933 -8.61467 -19.14033
41 H 19.71818 -8.48466 -20.76318
42 H 18.74994 -8.91178 -19.32661

Mulliken population analysis, charges in e, atoms 1 to 5: -0.343 0.107 -0.388 0.025 0.235

- What is the multiplicity in the second record?
  4